{
  "formula": "C4H4Si",
  "method": "ωB97M-V/def2-TZVPD",
  "e_lumo_ev": [-1.37, -1.37],
  "homo_energy_ev": [-8.50, -8.50],
  "species": ["C", "C", "C", "C", "Si", "H", "H", "H", "H"],
  "coordinates": [[-1.46396, -1.61031, 1.06950], [-0.90147, -0.55866, 1.24316], [0.11201, 0.24420, 1.74713], [0.96371, 1.15035, 0.33540], [0.66152, 0.66951, -1.35079], [-2.09553, -2.29657, 0.69993], [1.76879, 1.45599, 0.85814], [-0.55505, 0.25953, -2.08985], [1.50999, 0.68595, -2.51261]]
}


{
  "formula": "C4H5BF2O8PS",
  "method": "ωB97M-V/def2-TZVPD",
  "e_lumo_ev": 2.32,
  "charge": -1,
  "homo_energy_ev": -6.43,
  "species": ["C", "O", "C", "O", "P", "O", "O", "S", "H", "H", "H", "H", "H", "B", "O", "C", "O", "C", "O", "O", "F", "F"],
  "coordinates": [[3.81312, 1.84404, -0.65735], [2.90541, 0.76164, -0.87974], [1.85638, 1.06607, -1.64807], [1.81811, 0.89222, -2.84400], [0.33534, 1.72972, -0.75620], [-0.40220, 2.70704, -1.75271], [-0.59390, 0.48267, -0.62375], [0.80035, 2.56093, 0.92220], [4.48266, 1.90861, -1.49842], [4.35537, 1.62986, 0.23777], [3.30065, 2.77988, -0.52973], [-0.12681, 3.60232, -1.54999], [-1.38341, 0.56965, -1.17297], [-1.98009, -3.45183, 2.06592], [-2.16788, -3.37109, 0.58079], [-2.58223, -2.16819, 0.26564], [-2.82919, -1.78149, -0.84864], [-2.70336, -1.33491, 1.54819], [-3.06301, -0.19024, 1.60291], [-2.35412, -2.09118, 2.56540], [-0.66160, -3.73413, 2.36894], [-2.81956, -4.41157, 2.60379]]
}


{
  "formula": "C4H5BaO2",
  "method": "ωB97M-V/def2-TZVPD",
  "e_lumo_ev": [-4.94, -4.94],
  "charge": 1,
  "homo_energy_ev": [-9.79, -9.79],
  "species": ["H", "O", "C", "C", "C", "H", "H", "H", "C", "O", "Ba", "H"],
  "coordinates": [[-1.93435, -2.20832, 1.68995], [-1.40025, -1.40916, 1.68982], [-0.40034, -1.52731, 0.69970], [0.28052, -0.23710, 0.49376], [1.12640, 0.61668, 0.83213], [-0.82980, -1.85719, -0.26207], [0.35102, -2.28525, 0.98191], [1.91764, 1.03402, 1.43741], [0.28506, 1.61556, -1.09851], [0.45486, 1.16194, -2.30597], [0.89923, 3.41973, -3.46710], [-0.74999, 1.67641, -0.69102]]
}


{
  "formula": "C4H5Br",
  "method": "ωB97M-V/def2-TZVPD",
  "e_lumo_ev": -1.77,
  "homo_energy_ev": -9.40,
  "species": ["C", "C", "C", "C", "Br", "H", "H", "H", "H", "H"],
  "coordinates": [[0.28369, -0.25273, -0.02761], [1.04674, -1.31650, -0.10465], [0.12517, 1.11525, -0.45846], [-0.67865, 0.49806, 0.64911], [-3.16407, 0.01946, -0.11609], [0.80063, -2.34596, 0.45699], [2.07587, -1.49021, -0.56278], [0.90317, 1.79194, -0.10192], [-0.41778, 1.22008, -1.45675], [-0.97477, 0.76061, 1.72216]]
}


| no. | energy (a.u.) |
| --- | --- |
| 1 | -443.97326 |
| 2 | -1721.87280 |
| 3 | -330.94325 |
| 4 | -2729.26988 |